No. 1
48
Properties=species:S:1:pos:R:3:nbo_charge:R:1 method="wB97M-V/def2-TZVPD" charge=-1 homo_lumo_gap_ev=5.53 de_lowest_ev=2.582
Pd -0.6098 0.0808 1.2967 1.30
O -4.3948 -3.4551 -3.2291 -0.72
C -3.4741 -3.9456 -2.5584 0.73
O -3.0025 -5.0879 -2.4869 -0.72
C -2.7923 -2.9355 -1.6344 0.03
C -3.4702 -2.3581 -0.5613 -0.23
C -2.8513 -1.4377 0.2505 0.04
N -1.5912 -1.0445 0.0009 -0.40
C -0.9156 -1.5854 -1.0213 0.09
C -1.4720 -2.5322 -1.8394 -0.20
C 0.4401 -0.9890 -1.1990 0.77
O 1.2520 -1.4275 -1.9855 -0.62
O 0.5876 0.0775 -0.4752 -0.74
H -4.4992 -2.6267 -0.3647 0.24
H -3.3405 -1.0014 1.1059 0.24
H -0.8716 -2.9445 -2.6387 0.26
C 2.9764 1.9310 1.2893 -0.40
N 3.4621 0.9495 0.3476 -0.38
C 4.1175 1.2113 -0.8436 -0.08
C 4.3587 0.0230 -1.4244 -0.07
N 3.8490 -0.9525 -0.5873 -0.36
C 3.8845 -2.3748 -0.8578 -0.41
C 3.2689 -0.3843 0.4943 0.27
Se 2.2551 -1.1685 1.8059 -0.30
H 3.3925 2.8995 1.0166 0.20
H 3.2840 1.6552 2.2953 0.24
H 1.8858 1.9737 1.2664 0.22
H 4.3503 2.2097 -1.1639 0.22
H 4.8355 -0.2184 -2.3557 0.22
H 4.8403 -2.6139 -1.3220 0.19
H 3.0582 -2.6430 -1.5116 0.25
H 3.7902 -2.9015 0.0881 0.24
O -0.0683 0.7324 3.2257 -0.93
S -0.9463 -0.4629 3.6730 2.52
O -1.3394 -0.4162 5.0356 -0.91
O -2.0875 -0.1507 2.6571 -0.89
O -0.3451 -1.6673 3.1468 -0.97
Br -3.0876 5.8441 -0.7974 0.05
C -2.3821 4.1785 -0.2247 -0.09
C -1.1693 3.7446 -0.7291 -0.22
C -0.6445 2.5261 -0.3167 -0.30
C -1.3595 1.7931 0.6086 0.15
C -2.5759 2.2025 1.1145 -0.28
C -3.0926 3.4205 0.6859 -0.23
H -0.6346 4.3433 -1.4536 0.23
H 0.2771 2.1517 -0.7362 0.27
H -3.1054 1.6102 1.8453 0.26
H -4.0430 3.7670 1.0678 0.23


No. 2
40
Properties=species:S:1:pos:R:3:nbo_charge:R:1 method="wB97M-V/def2-TZVPD" homo_lumo_gap_ev=9.23 de_lowest_ev=0.000 smiles="O=C(CCc1nnc(-c2ccccc2)o1)NCc1c(F)cccc1F"
O -4.0774 -0.5169 1.1009 -0.61
C -3.4061 -1.0509 0.2515 0.70
N -2.9516 -0.3974 -0.8469 -0.62
H -2.3898 -0.8868 -1.5234 0.39
C -2.8995 1.0460 -0.9045 -0.25
C -1.4961 1.5454 -0.6528 -0.17
C -1.1854 2.4101 0.3902 0.44
C 0.1056 2.8391 0.6461 -0.28
C 1.1376 2.4042 -0.1632 -0.17
C 0.8779 1.5462 -1.2177 -0.31
C -0.4218 1.1341 -1.4341 0.41
F -0.6596 0.2769 -2.4590 -0.34
H 1.6646 1.1912 -1.8644 0.24
H 2.1486 2.7279 0.0247 0.22
H 0.2822 3.5027 1.4766 0.23
F -2.1770 2.8720 1.1648 -0.31
H -3.5729 1.4204 -0.1310 0.26
H -3.2429 1.3830 -1.8892 0.21
C -3.0721 -2.5401 0.2959 -0.49
H -3.1720 -2.8345 1.3406 0.25
H -3.8233 -3.0826 -0.2823 0.24
C -1.6757 -2.8989 -0.2144 -0.46
C -0.6374 -1.9937 0.3382 0.47
N -0.7523 -1.1424 1.3028 -0.29
N 0.4431 -0.5486 1.4589 -0.29
C 1.2461 -1.0619 0.5766 0.44
C 2.6323 -0.7189 0.3622 -0.05
C 3.3523 -1.2834 -0.6886 -0.20
C 4.6732 -0.9261 -0.8842 -0.21
C 5.2796 -0.0117 -0.0379 -0.20
C 4.5642 0.5478 1.0108 -0.21
C 3.2440 0.1994 1.2152 -0.19
H 2.6644 0.6180 2.0221 0.24
H 5.0416 1.2571 1.6702 0.22
H 6.3117 0.2640 -0.1946 0.22
H 5.2320 -1.3620 -1.6989 0.22
H 2.8720 -1.9939 -1.3446 0.22
O 0.6137 -1.9957 -0.1787 -0.42
H -1.6158 -2.8696 -1.3067 0.22
H -1.4340 -3.9244 0.0833 0.25


No. 3
42
Properties=species:S:1:pos:R:3:nbo_charge:R:1 method="wB97M-V/def2-TZVPD" homo_lumo_gap_ev=8.61 smiles="O=S(=O)(c1ccccc1)C(F)(F)S(=O)(=O)c1ccccc1.c1ccncc1"
F 1.2697 2.9383 0.3943 -0.26
C 0.3661 2.3397 0.9634 0.17
S -1.2155 3.1874 1.1314 2.16
C -2.5422 2.0696 1.2608 -0.39
C -3.0129 1.8058 2.5376 -0.10
C -3.8595 0.7233 2.7802 -0.24
C -4.2786 -0.0760 1.7137 -0.17
C -3.9379 0.2933 0.4163 -0.24
C -3.1391 1.4075 0.1844 -0.15
O -1.2923 4.1049 2.2110 -0.90
O -1.3235 3.7162 -0.1757 -0.94
S 0.8618 1.5440 2.5038 2.09
C 2.5193 0.9164 2.1273 -0.26
C 2.7744 -0.0308 1.1205 -0.20
C 4.0820 -0.2789 0.6853 -0.21
C 5.1430 0.4190 1.2335 -0.18
C 4.9034 1.3751 2.1980 -0.20
C 3.6018 1.6307 2.6526 -0.20
O 0.9715 2.4302 3.6225 -0.89
O -0.0888 0.4629 2.6268 -0.92
H -2.7278 2.4076 3.3971 0.24
H -4.1737 0.4111 3.8003 0.23
H -4.7816 -1.0580 1.8957 0.22
H -4.2486 -0.3385 -0.4380 0.22
H -2.9814 1.7468 -0.8208 0.25
H 1.9459 -0.5622 0.6568 0.24
H 4.2457 -1.0323 -0.0607 0.22
H 6.1441 0.2232 0.9123 0.22
H 5.7310 1.9162 2.6362 0.22
H 3.3960 2.4149 3.3948 0.25
F 0.0692 1.3363 -0.0917 -0.34
N -0.1455 0.1664 -1.6212 -0.38
C 0.6079 0.4341 -2.6329 0.04
C 0.4351 -0.3203 -3.7839 -0.23
C -0.5539 -1.2924 -3.7801 -0.19
C -1.3187 -1.5139 -2.6456 -0.25
C -1.0630 -0.7347 -1.5327 0.04
H 1.3389 1.2363 -2.5243 0.19
H 1.0296 -0.1838 -4.6978 0.21
H -0.7080 -1.8789 -4.6803 0.22
H -2.0785 -2.2772 -2.6932 0.21
H -1.5763 -0.8230 -0.5951 0.20


No. 4
43
Properties=species:S:1:pos:R:3:nbo_charge:R:1 method="wB97M-V/def2-TZVPD" homo_lumo_gap_ev=9.36 smiles="O=C(COC(=O)CCC(=O)c1cccs1)NC(=O)c1ccc(OC(F)F)cc1"
O -2.9480 -3.8340 -0.7699 -0.55
C -2.7186 -2.6537 -0.7913 0.70
N -1.4067 -2.2016 -0.7173 -0.66
C -0.8695 -0.9780 -1.0545 0.70
O -1.5130 -0.0613 -1.5138 -0.60
C 0.6027 -0.8981 -0.8656 -0.19
C 1.3329 -0.1190 -1.7617 -0.14
C 2.6971 0.0113 -1.6219 -0.26
C 3.3416 -0.6148 -0.5600 0.30
C 2.6239 -1.3678 0.3566 -0.30
C 1.2562 -1.5134 0.1951 -0.09
H 0.6988 -2.0646 0.9363 0.22
H 3.1026 -1.8415 1.1984 0.24
O 4.7214 -0.4051 -0.5086 -0.50
C 5.4619 -0.9434 0.4657 0.79
F 5.0926 -0.5312 1.7042 -0.34
F 5.3917 -2.2966 0.5063 -0.34
H 6.5135 -0.6572 0.3073 0.14
H 3.2810 0.5973 -2.3126 0.23
H 0.8134 0.3741 -2.5691 0.24
H -0.7579 -2.9306 -0.4433 0.42
C -3.8008 -1.6100 -1.0255 -0.17
H -4.7674 -2.1226 -0.9606 0.21
H -3.6702 -1.1640 -2.0154 0.24
O -3.7763 -0.5220 -0.1150 -0.50
C -3.4060 -0.7935 1.1397 0.81
O -3.1083 -1.8962 1.5142 -0.58
C -3.4223 0.4572 1.9880 -0.50
C -2.6315 1.5736 1.3060 -0.51
C -1.1647 1.2113 1.1944 0.58
O -0.6979 0.2030 1.6832 -0.57
C -0.3276 2.1541 0.4648 -0.34
C 1.0462 2.1548 0.4317 -0.17
C 1.5750 3.1686 -0.3811 -0.27
C 0.6025 3.9246 -0.9650 -0.39
S -0.9712 3.4196 -0.5266 0.47
H 0.7233 4.7557 -1.6320 0.24
H 2.6272 3.3301 -0.5304 0.23
H 1.6334 1.4504 0.9922 0.24
H -3.0206 1.7532 0.3020 0.25
H -2.7160 2.5022 1.8757 0.24
H -4.4597 0.7669 2.1237 0.24
H -2.9851 0.2119 2.9561 0.25


No. 5
42
Properties=species:S:1:pos:R:3:lowdin_spin:R:1 method="wB97M-V/def2-TZVPD" spin_multiplicity=2 charge=+1 homo_lumo_gap_ev="7.55 / 6.84" s2=0.755 de_lowest_ev=0.000
Ru 0.6563 -0.4364 -0.3085 0.78
I -4.1027 -3.0506 -4.9806 0.00
C -2.7225 -1.9681 -3.8602 0.00
C -1.3603 -2.1640 -4.0718 0.00
C -0.4651 -1.3948 -3.3516 0.00
I 1.4903 -1.9729 -2.9002 0.00
C -0.9008 -0.3776 -2.5090 0.01
O -0.0616 0.4514 -1.8723 0.11
C -2.2387 -0.3972 -2.1099 0.00
C -2.4352 0.1091 -0.7097 0.00
N -1.4939 -0.6955 0.1442 0.01
C -1.6035 -0.3781 1.5801 0.00
C -0.5036 -1.0774 2.3323 0.00
C -0.6572 -1.4942 3.6410 0.00
C 0.4104 -2.0914 4.2916 0.00
C 1.5981 -2.2691 3.6036 0.00
C 1.6778 -1.8418 2.2924 0.01
N 0.6541 -1.2514 1.6676 0.02
C -3.1580 -1.1614 -2.8138 0.00
H -1.0151 -2.9396 -4.7412 0.00
H -3.4613 -0.0390 -0.3670 0.00
H -2.1542 1.1539 -0.5849 0.00
H -1.7290 -1.6790 0.0174 0.00
H -2.5836 -0.6451 1.9811 0.00
H -1.4707 0.6989 1.6871 0.00
H -1.6059 -1.3483 4.1390 0.00
H 0.3124 -2.4204 5.3171 0.00
H 2.4558 -2.7357 4.0653 0.00
H 2.5843 -1.9664 1.7181 0.00
H -4.2007 -1.1682 -2.5219 0.00
O 0.4914 1.3323 0.6466 -0.01
N 1.4324 2.2133 0.2351 0.00
C 1.1066 3.5147 0.2947 0.00
C 2.0388 4.4734 -0.0049 0.00
C 3.3185 4.0668 -0.3739 0.00
C 3.6177 2.7234 -0.4407 0.01
C 2.6502 1.7699 -0.1350 0.01
S 2.9094 0.0523 -0.2650 0.06
H 0.0887 3.7105 0.5939 0.00
H 1.7637 5.5158 0.0449 0.00
H 4.0729 4.8002 -0.6228 0.00
H 4.5939 2.3778 -0.7483 0.00


No. 6
39
Properties=species:S:1:pos:R:3:nbo_charge:R:1 method="wB97M-V/def2-TZVPD" homo_lumo_gap_ev=7.91 de_lowest_ev=0.000 smiles="O=C(CSc1ccccc1)Nc1nnc(/C=C/c2ccccc2)s1"
O 2.7385 1.0878 1.7653 -0.55
N -1.4375 1.7916 1.1172 -0.25
N -0.1044 1.5116 1.2981 -0.25
S -0.9869 -0.1044 -0.4911 0.32
S 3.6469 -2.1060 -0.3677 0.21
C 2.7027 0.1639 0.9781 0.67
C -2.0598 1.0056 0.2990 0.02
C 0.2864 0.5211 0.5362 0.21
C -3.4618 1.0856 -0.0987 -0.27
C -4.2911 2.0518 0.4915 -0.10
C 7.7821 -3.9055 -0.6578 -0.21
C -8.3523 2.9761 -0.5015 -0.21
C 7.1761 -3.3797 -1.7894 -0.20
C 7.2117 -3.8226 0.5927 -0.20
C -7.7288 3.6552 0.5572 -0.21
C -7.6564 2.0552 -1.2492 -0.21
C 5.8965 -2.7833 -1.6609 -0.20
C 5.9292 -3.2155 0.7603 -0.21
C -6.4414 3.3031 0.9154 -0.18
C -6.3182 1.7335 -0.9168 -0.17
C 5.2586 -2.7451 -0.3866 -0.21
C -5.7102 2.3498 0.1856 -0.10
N 1.4974 -0.1577 0.3693 -0.63
C 3.9509 -0.6582 0.7168 -0.59
H -3.8872 0.3900 -0.8289 0.22
H -3.8764 2.6872 1.2706 0.22
H 8.7851 -4.3256 -0.7544 0.22
H -9.3232 3.2781 -0.8235 0.21
H 7.6892 -3.5314 -2.7331 0.22
H 7.6949 -4.2316 1.4772 0.22
H -8.2373 4.4488 1.1087 0.22
H -8.0726 1.5380 -2.1129 0.22
H 5.4029 -2.4314 -2.5402 0.22
H 5.4659 -3.1316 1.7322 0.22
H -5.9386 3.7895 1.7593 0.22
H -5.8189 0.9807 -1.5137 0.21
H 1.5515 -0.8522 -0.3519 0.41
H 4.6851 -0.0451 0.1996 0.25
H 4.3513 -0.9772 1.6481 0.25